250
Properties=species:S:1:pos:R:3 method="wB97M-V/def2-TZVPD" gap_ev=8.570 lumo_ev=0.449 smiles=COCCNCCOC.COCCNCCOC.COCCNCCOC.COCCNCCOC.COCCNCCOC.COCCNCCOC.COCCNCCOC.COCCNCCOC.COCCNCCOC.COCCNCCOC.ClCCl.ClCCl e_homo_ev=-8.121
C 25.09946 -23.66025 5.80613
O 24.49000 -23.64785 7.04429
C 25.36908 -23.93961 8.10720
C 24.57507 -23.85032 9.41501
N 23.39403 -24.75674 9.32711
C 22.47411 -24.44509 10.45070
C 21.09530 -25.11953 10.29776
O 20.39984 -24.53202 9.22730
C 19.13524 -25.18120 8.92380
H 24.37757 -23.40975 5.02881
H 25.62271 -24.57124 5.51560
H 25.87518 -22.89768 5.73666
H 26.17695 -23.20797 8.11880
H 25.76510 -24.92831 7.87530
H 24.32593 -22.79187 9.49063
H 25.17314 -24.04276 10.30573
H 22.79184 -24.42062 8.58921
H 22.32212 -23.36760 10.51414
H 22.94616 -24.92760 11.30653
H 20.50257 -24.94344 11.19540
H 21.15141 -26.20338 10.19667
H 18.78298 -24.84077 7.95008
H 18.42917 -25.02847 9.74004
H 19.27094 -26.26223 8.95624
C 19.25417 -20.90457 2.55026
O 20.15224 -21.99987 2.57897
C 21.50957 -21.74027 2.26688
C 22.28958 -23.11864 2.39498
N 23.52423 -23.13586 1.63711
C 24.47608 -22.13462 2.10662
C 25.99951 -22.41069 1.76587
O 26.41835 -23.59434 2.39115
C 27.72050 -24.08959 1.93179
H 19.14533 -20.47880 1.55278
H 19.51104 -20.07330 3.20686
H 18.27154 -21.25534 2.86565
H 21.96844 -20.93967 2.84702
H 21.61175 -21.44906 1.22148
H 21.61077 -23.89983 2.05285
H 22.48146 -23.34865 3.44302
H 23.98063 -23.99574 1.90617
H 24.39609 -21.89345 3.16658
H 24.15820 -21.22225 1.60202
H 26.67896 -21.58468 1.97607
H 26.05406 -22.53354 0.68420
H 27.80996 -24.38652 0.88683
H 27.99436 -24.94476 2.54969
H 28.52119 -23.36038 2.05523
C 23.58832 -19.54229 4.99645
O 24.76871 -18.99577 4.34623
C 26.01912 -19.27461 4.90627
C 27.17617 -18.91623 3.92965
N 27.53859 -17.49959 3.83064
C 26.40634 -16.65812 3.37552
C 25.99525 -16.85341 1.91575
O 25.01584 -15.84962 1.54600
C 24.65817 -15.84896 0.14272
H 23.68238 -19.04156 5.96005
H 23.64477 -20.62391 5.11898
H 22.60896 -19.31302 4.57646
H 26.15589 -20.32549 5.16129
H 26.08876 -18.72502 5.84499
H 26.92359 -19.25481 2.92483
H 28.05345 -19.48075 4.24555
H 27.90167 -17.26210 4.74271
H 26.67929 -15.62180 3.57465
H 25.53098 -16.72278 4.02180
H 25.64227 -17.84515 1.63299
H 26.92910 -16.72550 1.36834
H 24.15869 -14.91023 -0.09684
H 24.03212 -16.69971 -0.12632
H 25.54024 -15.92239 -0.49341
C 25.54086 -29.44516 -1.83479
O 25.74624 -30.32976 -0.67942
C 27.04586 -30.22134 -0.08380
C 27.28003 -28.88832 0.53136
N 26.53850 -28.57990 1.70086
C 26.88208 -27.33131 2.29033
C 26.33771 -27.19955 3.74898
O 26.91067 -28.23833 4.49001
C 26.47007 -28.19788 5.86718
H 25.47085 -28.41525 -1.48481
H 24.66594 -29.82534 -2.36213
H 26.37725 -29.51664 -2.53008
H 27.73846 -30.42849 -0.89957
H 27.25651 -30.99078 0.65895
H 27.21598 -28.06517 -0.18028
H 28.30114 -28.97443 0.90287
H 26.54489 -29.31842 2.38980
H 26.46148 -26.55737 1.64828
H 27.96278 -27.20637 2.35791
H 25.25768 -27.34381 3.77742
H 26.60698 -26.21734 4.13741
H 26.89110 -29.05633 6.39054
H 25.39064 -28.33523 5.93099
H 26.84694 -27.27744 6.31313
C 20.19213 -23.16044 5.46165
O 19.04983 -23.14949 6.32488
C 17.91373 -22.45289 5.89665
C 16.68828 -22.34995 6.83741
N 17.11906 -22.06525 8.17505
C 15.98637 -21.99440 9.12145
C 16.56933 -21.83124 10.55674
O 17.29031 -23.03963 10.93641
C 17.38759 -23.18967 12.31378
H 21.02776 -23.69982 5.90761
H 20.54148 -22.13390 5.35082
H 20.05146 -23.57569 4.46372
H 17.63774 -22.79774 4.90016
H 18.14404 -21.40729 5.69226
H 16.16064 -23.30351 6.81737
H 16.02395 -21.57267 6.45980
H 17.72002 -22.86206 8.33005
H 15.43242 -22.93299 9.13892
H 15.36296 -21.17608 8.76116
H 15.77672 -21.55005 11.25013
H 17.29786 -21.02434 10.63598
H 17.89428 -22.37633 12.83324
H 17.97834 -24.08033 12.52790
H 16.39775 -23.37822 12.72944
C 30.64943 -27.53100 2.77058
O 30.07839 -26.63286 1.79959
C 30.96903 -26.30888 0.74147
C 30.39546 -25.59941 -0.50854
N 29.47177 -26.54398 -1.14348
C 28.76474 -26.03847 -2.30731
C 27.60107 -25.10118 -1.94020
O 26.58564 -25.77753 -1.17269
C 25.28802 -25.23307 -1.22694
H 29.97483 -27.52645 3.62673
H 31.53095 -27.07876 3.22498
H 30.86392 -28.55177 2.45413
H 31.54303 -27.14849 0.34946
H 31.67477 -25.66059 1.26085
H 31.12425 -25.18768 -1.20672
H 29.84040 -24.72218 -0.17617
H 28.95972 -27.14347 -0.51220
H 28.31232 -26.85227 -2.87400
H 29.48770 -25.52184 -2.93860
H 27.08324 -24.75748 -2.83564
H 27.96623 -24.24288 -1.37623
H 24.57715 -25.76842 -0.59752
H 24.88775 -25.27606 -2.23987
H 25.33077 -24.17014 -0.98932
C 12.44671 -17.41736 5.69230
O 13.82702 -17.72764 5.64819
C 14.36902 -17.97806 6.91817
C 15.71512 -18.59444 6.58775
N 16.58908 -17.57363 5.89709
C 17.71291 -18.21663 5.14272
C 18.88388 -18.69650 5.98909
O 19.80402 -17.62731 6.31073
C 20.98184 -17.93230 7.14263
H 11.76516 -18.09026 6.21268
H 12.02232 -17.42233 4.68832
H 12.32773 -16.41847 6.11200
H 13.83430 -18.78544 7.41848
H 14.53370 -17.06373 7.48823
H 15.49786 -19.43491 5.92856
H 16.17412 -18.95649 7.50770
H 16.02536 -16.92756 5.36331
H 18.17649 -17.44943 4.52256
H 17.38706 -19.05678 4.52947
H 19.48863 -19.40614 5.42447
H 18.55226 -19.19078 6.90223
H 21.50483 -18.83773 6.83478
H 20.74913 -18.03660 8.20238
H 21.67150 -17.11523 6.93079
C 21.74883 -26.35817 -1.63832
O 21.81971 -25.04644 -2.24945
C 21.01090 -24.11300 -1.48518
C 21.46977 -22.67009 -1.65610
N 22.05125 -22.31187 -2.96192
C 21.03707 -22.33947 -4.03767
C 20.03068 -21.14248 -3.86646
O 18.83191 -21.35084 -4.66334
C 18.94984 -21.30357 -6.06373
H 22.29106 -27.11299 -2.20784
H 20.71346 -26.68807 -1.55313
H 22.19679 -26.32089 -0.64532
H 21.21963 -24.33978 -0.43967
H 19.93713 -24.24569 -1.61749
H 22.29000 -22.52392 -0.95327
H 20.76199 -21.95942 -1.22939
H 22.67453 -23.06797 -3.20675
H 20.49746 -23.27577 -4.17996
H 21.60635 -22.16950 -4.95154
H 20.54521 -20.18982 -3.99207
H 19.62602 -21.15542 -2.85444
H 19.87225 -21.76432 -6.41723
H 18.94089 -20.25182 -6.34981
H 18.04654 -21.77495 -6.45097
C 27.57387 -18.12593 -1.13584
O 26.33810 -18.66839 -0.96142
C 26.35221 -20.04798 -1.31977
C 24.86971 -20.51775 -1.42328
N 24.33289 -20.52324 -2.75861
C 24.32221 -19.20164 -3.44310
C 23.70798 -19.32789 -4.83442
O 24.59022 -19.98078 -5.77157
C 24.06583 -19.88538 -7.06204
H 28.37857 -18.73017 -0.71696
H 27.63738 -17.16139 -0.63212
H 27.74978 -17.84969 -2.17548
H 26.86985 -20.54332 -0.49833
H 26.87785 -20.23957 -2.25523
H 24.25673 -19.88533 -0.78110
H 24.79579 -21.54791 -1.07484
H 23.42102 -20.95740 -2.76856
H 25.33119 -18.81831 -3.59517
H 23.66230 -18.54012 -2.88185
H 23.67342 -18.27780 -5.12460
H 22.72043 -19.78915 -4.82578
H 24.69053 -20.32389 -7.84023
H 23.96689 -18.87010 -7.44612
H 23.13397 -20.44420 -7.14847
C 17.11539 -30.39053 -3.09217
O 16.56742 -29.92910 -1.88209
C 16.70943 -28.48906 -1.64961
C 16.21203 -28.05504 -0.25359
N 16.88881 -28.77468 0.82121
C 18.32567 -28.56633 0.79922
C 18.78028 -27.09453 0.81517
O 18.12525 -26.44881 1.92369
C 18.82183 -25.24706 2.33640
H 18.20337 -30.39863 -3.02622
H 16.83971 -29.77117 -3.94569
H 16.67991 -31.36191 -3.32642
H 16.11145 -27.89829 -2.34352
H 17.74245 -28.19913 -1.84173
H 15.18067 -28.38027 -0.11714
H 16.24689 -26.97709 -0.09571
H 16.68028 -29.75890 0.73219
H 18.78858 -29.00548 -0.08451
H 18.72228 -29.12039 1.64999
H 18.74013 -26.56082 -0.13438
H 19.84861 -27.20911 0.99857
H 19.04987 -24.53087 1.54699
H 19.79406 -25.43040 2.79387
H 18.21751 -24.76174 3.10279
C 32.35784 -23.06882 2.52512
Cl 33.20938 -21.49665 2.17656
Cl 30.84627 -22.76863 3.44680
H 32.08412 -23.49628 1.56052
H 33.00433 -23.74666 3.08252
C 16.05950 -21.61597 0.16076
Cl 17.30182 -21.64409 -1.07705
Cl 15.65306 -23.18375 0.83891
H 16.47104 -21.04188 0.99091
H 15.16665 -21.14184 -0.24684